Entry 1:
This record from OMol25 describes a 22-piece molecular cluster, C2H51BINO23P overall. The level of theory is ωB97M-V/def2-TZVPD.

Summary:
- molar mass (g/mol) = 626.1
- DFT total energy (hartree) = -2555.9939
- E_HOMO (Ha) = -0.126
- frontier orbital gap (Eh) = 0.1812
- relative energy (zero: lowest compared OMol25 entry of this formula, charge and spin) (eV) = 1.710

ORCA input file:
```
! wB97M-V def2-TZVPD RIJCOSX def2/J DEFGRID3
* xyz -1 1
C -1.22 -0.48 2.28
N -2.28 -0.73 1.23
C -1.71 -1.16 -0.10
B -0.40 -0.28 -0.61
I -0.66 -0.06 -2.82
P 1.29 -1.09 -0.24
O 1.11 -2.81 -0.05
O 2.38 -0.90 -1.62
H -0.34 -1.29 2.27
H -0.80 0.63 2.27
H -1.73 -0.61 3.35
H -2.81 -1.58 1.58
H -1.47 -2.31 -0.18
H -2.56 -0.96 -0.92
H -0.42 0.77 -0.08
H 0.63 -3.12 -0.87
H 3.01 -1.70 -1.57
O 5.28 -2.59 -2.22
H 5.74 -1.74 -2.15
H 5.74 -3.03 -2.95
O 7.31 -0.36 -2.78
H 7.62 0.13 -2.01
H 7.92 -0.12 -3.48
O -4.65 -1.98 2.52
H -5.35 -1.36 2.29
H -5.11 -2.71 2.96
O 5.98 -0.26 -5.19
H 5.98 -0.55 -4.27
H 5.03 -0.15 -5.40
O -5.82 -1.14 5.16
H -5.28 -0.87 5.91
H -5.18 -1.44 4.50
O -6.33 -0.30 0.79
H -6.27 0.66 0.93
H -7.25 -0.45 0.55
O -8.46 -2.90 4.68
H -7.66 -2.78 5.22
H -8.86 -2.02 4.65
O 9.64 -2.30 -2.02
H 8.93 -1.68 -2.24
H 9.18 -3.03 -1.57
O 3.67 1.27 -6.48
H 3.99 1.76 -5.71
H 4.29 1.52 -7.19
O 5.08 3.30 -7.70
H 4.74 3.99 -8.28
H 5.43 3.78 -6.94
O -6.22 -4.32 1.71
H -6.99 -4.23 2.29
H -6.47 -5.04 1.11
O 1.69 2.11 0.50
H 2.14 2.96 0.58
H 2.14 1.67 -0.23
O 2.13 5.10 0.00
H 2.18 6.06 0.15
H 1.20 4.95 -0.24
O 4.26 7.04 0.68
H 5.20 7.15 0.50
H 4.24 6.61 1.55
O 6.50 5.25 -5.75
H 7.30 5.37 -5.21
H 6.10 6.13 -5.78
O -3.31 2.18 -2.05
H -3.08 2.77 -1.32
H -2.60 1.52 -2.06
O -8.28 -5.78 3.01
H -8.81 -5.66 3.81
H -8.50 -6.68 2.71
O 3.31 6.72 3.44
H 2.60 7.34 3.21
H 2.85 5.99 3.88
O 1.20 -5.53 -2.07
H 1.52 -5.04 -1.30
H 1.82 -5.29 -2.78
O -1.77 -1.99 5.75
H -1.18 -2.42 5.11
H -1.17 -1.50 6.34
O -9.26 0.19 5.49
H -8.46 0.32 6.03
H -9.66 1.08 5.46
*
```

These are the Löwdin partial charges, in e, on atoms 1 to 2: atom 1 (C): -0.185, atom 2 (N): -0.162

---

Entry 2:
This record from OMol25 describes an isolated ion of composition C33H34NO and charge +1. The level of theory is ωB97M-V/def2-TZVPD.

Summary:
- molar mass (g/mol) = 460.6
- DFT total energy (hartree) = -1407.5715
- E_HOMO (Ha) = -0.382
- structure (SMILES) = Cc1ccc([C@@H](c2ccc(Oc3ccccc3)cc2)[C@H]2CCCC/C2=[N+](/C)c2ccccc2)cc1
- frontier orbital gap (Eh) = 0.2421
- relative energy (zero: lowest compared OMol25 entry of this formula, charge and spin) (eV) = 0.767

ORCA input file:
```
! wB97M-V def2-TZVPD RIJCOSX def2/J DEFGRID3
* xyz 1 1
C 0.50 1.86 3.37
N 0.07 0.51 2.94
C -1.15 0.24 2.38
C -2.43 1.24 2.40
C -3.73 0.40 2.69
C -3.67 -1.09 2.98
C -2.73 -1.81 2.02
C -1.33 -1.23 2.14
C 1.14 -0.51 2.98
C 1.73 -0.85 4.21
C 2.70 -1.86 4.28
C 3.17 -2.47 3.11
C 2.61 -2.14 1.87
C 1.59 -1.17 1.81
H 1.42 1.74 3.95
H 0.71 2.53 2.52
H -0.24 2.32 4.02
H -2.17 1.89 3.26
H -4.39 0.91 3.41
H -4.32 0.37 1.76
H -3.46 -1.32 4.02
H -4.67 -1.47 2.79
H -2.68 -2.89 2.26
H -3.10 -1.70 0.98
H -0.78 -1.48 1.21
H -0.84 -1.84 2.92
H 1.37 -0.35 5.12
H 3.06 -2.19 5.27
H 3.97 -3.21 3.17
H 2.93 -2.66 0.96
H 1.11 -0.97 0.84
C -6.15 6.88 2.50
C -5.25 5.72 2.18
C -5.33 4.56 2.95
C -4.45 3.51 2.74
C -3.53 3.48 1.67
C -2.89 2.12 1.25
C -2.13 2.07 -0.06
C -2.80 2.55 -1.19
C -2.23 2.39 -2.44
C -0.91 1.90 -2.52
O -0.14 1.98 -3.68
C 0.11 3.21 -4.30
C 1.34 3.27 -4.97
C 1.77 4.49 -5.48
C 0.95 5.63 -5.40
C -0.31 5.53 -4.79
C -0.73 4.32 -4.22
C -0.29 1.30 -1.42
C -0.90 1.43 -0.19
C -3.41 4.69 0.94
C -4.29 5.76 1.16
H -6.61 7.31 1.60
H -6.92 6.54 3.20
H -5.56 7.68 2.99
H -6.10 4.50 3.73
H -4.50 2.68 3.42
H -3.83 1.71 0.78
H -3.77 3.02 -1.07
H -2.78 2.68 -3.33
H 1.96 2.38 -5.03
H 2.75 4.57 -5.95
H 1.28 6.59 -5.81
H -0.98 6.39 -4.74
H -1.68 4.27 -3.71
H 0.65 0.76 -1.49
H -0.41 1.01 0.69
H -2.62 4.79 0.20
H -4.24 6.66 0.52
*
```

These are the natural (NBO) partial charges, in e, on atoms 1 to 2: atom 1 (C): -0.429, atom 2 (N): -0.365

---

Entry 3:
This record from OMol25 describes one molecule with the formula CHF3O3S. The level of theory is ωB97M-V/def2-TZVPD.

Summary:
- molar mass (g/mol) = 150.1
- DFT total energy (hartree) = -962.1750
- E_HOMO (Ha) = -0.475
- structure (SMILES) = O=[SH](=O)OC(F)(F)F
- frontier orbital gap (Eh) = 0.4929
- relative energy (zero: lowest compared OMol25 entry of this formula, charge and spin) (eV) = 0.867

ORCA input file:
```
! wB97M-V def2-TZVPD RIJCOSX def2/J DEFGRID3
* xyz 0 1
C 0.89 0.14 -0.80
O -0.11 -0.73 1.91
O -1.91 0.91 1.44
O 0.01 0.83 -0.09
F 0.67 -1.16 -0.67
F 0.60 0.31 -2.10
F 2.14 0.37 -0.66
S -0.93 0.00 1.01
H -1.36 -0.67 -0.04
*
```

These are the natural (NBO) partial charges, in e, on atoms 1 to 2: atom 1 (C): 1.159, atom 2 (O): -0.862

---

Entry 4:
This record from OMol25 describes a 13-piece molecular cluster, C44H61FO39 overall. The level of theory is ωB97M-V/def2-TZVPD.

Summary:
- ⟨S²⟩ = 0.7610
- molar mass (g/mol) = 1232.9
- DFT total energy (hartree) = -4747.0787
- E_HOMO (spin up / spin down) (Ha) = -0.448 / -0.441
- frontier orbital gap (spin up / spin down) (Eh) = 0.3570 / 0.0780

ORCA input file:
```
! wB97M-V def2-TZVPD RIJCOSX def2/J DEFGRID3
* xyz 1 2
C 1.73 -5.13 0.74
C 0.78 -5.24 1.88
O 1.01 -6.55 2.15
C 1.47 -7.22 1.08
O 1.53 -8.47 1.10
O 1.81 -6.41 0.17
H 2.73 -4.89 1.12
H 1.36 -4.36 0.05
H -0.28 -5.06 1.70
H 1.09 -4.58 2.69
C 0.32 -2.26 6.09
C 1.03 -0.86 6.02
O 1.87 -1.00 4.84
C 1.42 -2.04 4.12
O 1.92 -2.43 3.02
O 0.42 -2.71 4.75
H -0.73 -2.06 6.31
H 0.80 -2.98 6.75
H 1.62 -0.73 6.93
H 0.31 -0.04 6.00
C -3.72 0.10 3.92
C -3.39 0.02 2.44
O -3.30 -1.33 2.25
C -3.80 -2.07 3.38
O -3.99 -3.23 3.45
O -4.05 -1.18 4.36
H -4.62 0.70 4.04
H -2.87 0.58 4.40
H -2.42 0.50 2.35
H -4.09 0.35 1.68
C 5.24 0.51 -3.43
C 3.79 0.07 -3.18
O 3.25 1.18 -2.43
C 4.05 2.26 -2.52
O 3.83 3.37 -2.10
O 5.16 1.91 -3.11
H 5.49 0.45 -4.48
H 5.90 -0.09 -2.80
H 3.76 -0.89 -2.67
H 3.31 -0.01 -4.16
C 1.51 -3.81 -3.22
C 2.17 -4.23 -4.57
O 3.51 -4.39 -4.19
C 3.63 -4.35 -2.85
O 4.66 -4.74 -2.28
O 2.55 -3.91 -2.30
H 0.73 -4.48 -2.86
H 1.17 -2.78 -3.30
H 2.11 -3.44 -5.32
H 1.67 -5.10 -4.98
C -1.74 4.43 5.46
C -0.82 5.03 4.39
O -0.08 3.98 3.83
C -0.46 2.84 4.37
O -0.06 1.69 4.08
O -1.60 3.07 5.15
H -2.68 4.90 5.17
H -1.40 4.66 6.47
H -0.03 5.68 4.76
H -1.49 5.55 3.71
C 3.00 4.40 0.90
C 1.87 3.55 0.49
O 0.87 4.42 0.35
C 1.11 5.55 1.01
O 0.22 6.42 1.17
O 2.31 5.57 1.42
H 3.64 4.68 0.07
H 3.56 3.89 1.68
H 1.62 2.80 1.25
H 2.07 2.99 -0.42
C 1.33 -1.51 -0.36
C 0.16 -1.17 0.62
C 0.26 0.10 1.43
O -0.55 0.98 0.77
C -1.33 0.37 -0.10
O -2.27 0.91 -0.61
O -1.01 -0.94 -0.15
H 2.26 -1.72 0.17
H 1.60 -0.61 -0.92
H 1.14 -2.36 -1.01
H -0.06 -2.02 1.27
H 1.32 0.36 1.46
H -0.07 -0.12 2.45
C -2.38 4.09 1.30
C -3.26 4.66 0.20
C -2.32 5.41 -0.80
O -2.85 5.07 -2.05
C -3.68 4.01 -1.91
O -4.29 3.51 -2.86
O -3.79 3.59 -0.62
H -2.99 3.58 2.04
H -1.95 4.94 1.83
H -1.50 3.49 1.06
H -4.04 5.32 0.58
H -1.28 5.07 -0.87
H -2.39 6.49 -0.76
C -2.47 -2.85 -2.80
C -3.02 -2.90 -1.32
C -4.40 -3.46 -1.15
O -4.19 -4.53 -0.36
C -2.86 -4.69 0.00
O -2.33 -5.57 0.75
O -2.18 -3.73 -0.60
H -1.44 -2.48 -2.76
H -3.14 -2.11 -3.24
H -2.66 -3.81 -3.28
H -3.04 -1.97 -0.76
H -4.96 -3.75 -2.04
H -5.06 -2.86 -0.53
C 6.84 -1.87 -0.90
C 6.00 -1.49 0.29
C 6.79 -0.68 1.32
O 6.00 0.49 1.53
C 4.94 0.48 0.84
O 4.11 1.30 0.94
O 5.03 -0.50 -0.12
H 7.22 -1.05 -1.50
H 6.14 -2.35 -1.59
H 7.67 -2.54 -0.67
H 5.54 -2.34 0.79
H 7.77 -0.53 0.86
H 6.87 -1.33 2.19
C -1.47 0.87 -4.95
C -1.10 2.03 -3.90
C 0.33 1.90 -3.33
O 0.92 3.07 -3.67
C 0.06 3.97 -4.26
O 0.27 5.15 -4.56
O -1.07 3.30 -4.54
H -2.01 0.05 -4.47
H -0.64 0.37 -5.45
H -2.13 1.29 -5.71
H -1.71 2.08 -3.00
H 0.95 1.11 -3.75
H 0.45 1.83 -2.25
C -6.70 1.35 -2.17
C -5.64 0.56 -1.45
O -5.31 -0.44 -2.32
C -6.12 -0.35 -3.43
O -6.01 -1.15 -4.42
O -6.98 0.58 -3.27
F -6.08 0.02 -0.31
H -6.31 2.29 -2.53
H -7.55 1.63 -1.54
H -4.75 1.06 -1.09
*
```

These are the Löwdin partial charges, in e, on atoms 1 to 2: atom 1 (C): -0.111, atom 2 (C): -0.165

---

Entry 5:
This record from OMol25 describes an isolated ion of composition C4H9N2 and charge +1. The level of theory is ωB97M-V/def2-TZVPD.

Summary:
- molar mass (g/mol) = 85.1
- DFT total energy (hartree) = -267.0095
- E_HOMO (Ha) = -0.494
- structure (SMILES) = NC/C=C\C=[NH2+]
- frontier orbital gap (Eh) = 0.3040
- relative energy (zero: lowest compared OMol25 entry of this formula, charge and spin) (eV) = 2.443

ORCA input file:
```
! wB97M-V def2-TZVPD RIJCOSX def2/J DEFGRID3
* xyz 1 1
C -0.43 -1.12 0.08
C -0.73 -0.07 0.86
C 0.65 -1.39 -0.97
C -0.41 1.31 0.70
N -0.84 2.11 1.60
N 1.51 -0.37 -1.43
H -1.12 -2.01 0.29
H -1.41 -0.35 1.64
H 1.43 -2.19 -0.78
H -0.04 -1.81 -1.73
H 0.26 1.63 -0.11
H -1.50 1.61 2.24
H -0.54 3.08 1.67
H 2.16 -0.88 -2.06
H 1.02 0.45 -2.01
*
```

These are the natural (NBO) partial charges, in e, on atoms 1 to 2: atom 1 (C): 0.057, atom 2 (C): -0.392

---

Entry 6:
This record from OMol25 describes a 11-piece molecular cluster, C12H46N14O11 overall. The level of theory is ωB97M-V/def2-TZVPD.

Summary:
- molar mass (g/mol) = 562.6
- DFT total energy (hartree) = -2079.3058
- E_HOMO (Ha) = -0.337
- structure (SMILES) = NC(N)=O.NC(N)=O.NC(N)=O.NC(N)=O.NC(N)=O.NC(N)=O.NC(N)=O.CCO.CO.CO.CO
- frontier orbital gap (Eh) = 0.3448
- relative energy (zero: lowest compared OMol25 entry of this formula, charge and spin) (eV) = 0.000

ORCA input file:
```
! wB97M-V def2-TZVPD RIJCOSX def2/J DEFGRID3
* xyz 0 1
C 4.88 -0.07 0.86
O 5.27 -0.09 -0.51
H 5.61 -0.64 1.43
H 4.85 0.97 1.20
H 3.85 -0.44 0.93
H 4.55 -0.47 -1.03
C -4.30 0.07 1.35
O -4.00 1.45 1.29
H -5.36 -0.07 1.15
H -3.58 -0.62 0.91
H -4.29 -0.24 2.41
H -3.09 1.54 1.58
C 2.66 0.38 -2.52
O 3.37 -0.85 -2.62
H 1.93 0.28 -1.72
H 3.31 1.24 -2.38
H 2.13 0.54 -3.46
H 2.74 -1.50 -2.93
C -0.49 -2.15 -3.56
O 0.58 -1.58 -3.62
N -0.70 -3.50 -3.62
N -1.68 -1.47 -3.55
H 0.07 -4.14 -3.64
H -1.64 -3.78 -3.81
H -2.50 -2.04 -3.42
H -1.67 -0.47 -3.39
C 0.78 0.41 5.37
O 1.37 -0.28 6.19
N 1.37 1.53 4.89
N -0.40 0.09 4.78
H 2.27 1.83 5.19
H 0.84 2.11 4.25
H -0.87 0.86 4.29
H -0.80 -0.80 5.00
C -1.50 3.38 2.87
O -1.38 2.22 3.29
N -1.67 3.63 1.56
N -1.52 4.43 3.73
H -1.50 2.78 1.01
H -1.71 4.57 1.20
H -1.29 4.23 4.69
H -1.90 5.33 3.50
C 1.87 -2.71 2.03
O 1.91 -1.98 1.04
N 1.49 -2.22 3.24
N 2.39 -3.96 2.17
H 0.96 -1.37 3.19
H 1.46 -2.87 4.01
H 2.66 -4.45 1.32
H 2.26 -4.33 3.09
C -3.97 4.25 -1.36
O -4.15 5.04 -2.27
N -3.40 3.01 -1.55
N -4.40 4.44 -0.08
H -3.33 2.81 -2.54
H -3.76 2.31 -0.91
H -4.83 5.30 0.21
H -4.17 3.81 0.67
C -0.62 0.35 0.35
O -1.41 1.28 0.12
N 0.42 0.51 1.21
N -0.49 -0.74 -0.42
H 0.40 1.24 1.90
H 1.04 -0.28 1.35
H -1.26 -0.95 -1.04
H 0.16 -1.50 -0.29
C -1.07 2.19 -3.63
O -2.17 1.63 -3.59
N -0.47 2.71 -2.54
N -0.34 2.26 -4.77
H -0.96 2.71 -1.66
H 0.33 3.29 -2.70
H -0.82 2.19 -5.65
H 0.61 2.55 -4.77
C 2.36 -4.98 -2.60
C 1.89 -4.67 -1.18
O 2.39 -5.66 -0.28
H 1.98 -4.20 -3.26
H 2.05 -6.00 -2.87
H 3.44 -4.97 -2.65
H 0.82 -4.54 -1.01
H 2.25 -3.67 -0.93
H 1.92 -6.47 -0.46
*
```

These are the Löwdin partial charges, in e, on atoms 1 to 2: atom 1 (C): -0.148, atom 2 (O): -0.134

---

Entry 7:
This record from OMol25 describes one molecule with the formula C8H15N3O4. The level of theory is ωB97M-V/def2-TZVPD.

Summary:
- molar mass (g/mol) = 217.2
- DFT total energy (hartree) = -779.1175
- E_HOMO (Ha) = -0.337
- structure (SMILES) = C[C@H](NC(=O)[C@@H](N)CCC(N)=O)C(=O)O
- frontier orbital gap (Eh) = 0.3552
- relative energy (zero: lowest compared OMol25 entry of this formula, charge and spin) (eV) = 0.711

ORCA input file:
```
! wB97M-V def2-TZVPD RIJCOSX def2/J DEFGRID3
* xyz 0 1
C 0.05 -1.76 0.21
C -0.40 -0.42 -0.28
C 1.14 -1.67 1.25
C 0.52 -1.54 2.66
C 0.94 -0.32 3.47
C -1.50 0.74 -2.20
C -0.16 1.42 -2.70
C -2.41 1.71 -1.46
H 1.15 -2.12 -1.59
H 0.61 -3.47 -0.74
H -0.80 -2.31 0.61
H 1.85 -0.87 1.06
H 1.81 -2.58 1.14
H -0.54 -1.57 2.52
H 0.71 -2.39 3.34
H 1.17 1.74 3.40
H 0.78 0.99 1.86
H -0.98 -1.29 -1.98
H -2.09 0.37 -3.08
H -3.34 1.18 -1.22
H -1.97 1.99 -0.42
H -2.71 2.58 -2.03
H 0.43 2.91 -3.59
N 0.37 -2.55 -1.04
N 0.89 0.91 2.88
N -1.16 -0.47 -1.40
O -0.15 0.70 0.27
O 1.41 -0.44 4.61
O 0.95 1.00 -2.54
O -0.45 2.56 -3.37
*
```

These are the natural (NBO) partial charges, in e, on atoms 1 to 2: atom 1 (C): -0.149, atom 2 (C): 0.696

---

Entry 8:
This record from OMol25 describes a 2-piece molecular cluster, C7H14ClNOS overall. The level of theory is ωB97M-V/def2-TZVPD.

Summary:
- molar mass (g/mol) = 195.7
- DFT total energy (hartree) = -1263.4457
- E_HOMO (Ha) = -0.351
- structure (SMILES) = CC(C)(C)CN=C=O.SCCl
- frontier orbital gap (Eh) = 0.3715
- relative energy (zero: lowest compared OMol25 entry of this formula, charge and spin) (eV) = 0.000

ORCA input file:
```
! wB97M-V def2-TZVPD RIJCOSX def2/J DEFGRID3
* xyz 0 1
C -0.62 -2.01 -0.63
C 2.20 1.76 0.10
C 1.26 -0.23 1.42
C 2.72 -0.61 -0.61
C 0.45 0.26 -0.85
C -3.89 0.07 0.37
C 1.66 0.28 0.07
N -0.40 -0.84 -0.69
O -1.04 -3.11 -0.57
S -5.77 -0.01 0.55
Cl -3.42 1.37 -0.77
H 1.75 2.32 -0.76
H 1.75 2.33 0.90
H 3.22 1.92 -0.11
H 0.81 -1.20 1.41
H 2.01 -0.49 2.24
H 0.60 0.39 2.01
H 3.49 -0.61 0.12
H 2.96 -0.35 -1.68
H 2.43 -1.60 -0.61
H 0.80 0.34 -1.91
H -0.12 1.17 -0.64
H -3.31 0.43 1.29
H -3.55 -0.78 -0.09
H -6.00 -0.81 -0.57
*
```

These are the natural (NBO) partial charges, in e, on atoms 1 to 2: atom 1 (C): 0.850, atom 2 (C): -0.611

---

Entry 9:
This record from OMol25 describes a 2-piece molecular cluster, C9H14N4 overall. The level of theory is ωB97M-V/def2-TZVPD.

Summary:
- molar mass (g/mol) = 178.2
- DFT total energy (hartree) = -569.5584
- E_HOMO (spin up / spin down) (Ha) = -0.612 / -0.627
- frontier orbital gap (spin up / spin down) (Eh) = 0.2872 / 0.2688
- relative energy (zero: lowest compared OMol25 entry of this formula, charge and spin) (eV) = 4.606

ORCA input file:
```
! wB97M-V def2-TZVPD RIJCOSX def2/J DEFGRID3
* xyz 2 1
C 3.73 0.93 -1.55
C 2.53 1.61 -1.60
C 3.86 -0.15 -0.71
C 1.67 0.24 0.02
C -1.53 0.89 -0.16
C -3.04 1.33 -0.24
C -3.42 -0.44 1.31
C -2.22 -1.23 0.81
C 2.77 -1.66 0.86
N 1.55 1.24 -0.72
N 2.78 -0.55 -0.06
N -3.87 0.44 0.23
N -1.30 -0.22 0.31
H 4.64 1.28 -2.20
H 2.19 2.22 -2.46
H 4.81 -0.85 -0.61
H -0.82 1.68 -0.48
H -2.90 2.22 0.39
H -3.37 1.76 -1.23
H -4.32 -1.02 1.44
H -3.16 0.13 2.30
H -1.79 -1.96 1.58
H -2.66 -1.87 -0.10
H 1.73 -1.84 1.21
H 3.05 -2.60 0.37
H 3.49 -1.55 1.68
H -4.42 -0.03 -0.40
*
```

These are the natural (NBO) partial charges, in e, on atoms 1 to 2: atom 1 (C): -0.278, atom 2 (C): 0.149